Record 1
This record from OMol25 describes C2H3N3O in the gas phase. The level of theory is ωB97M-V with the def2-TZVPD basis set.

CARTESIAN COORDINATES (ANGSTROEM)
N1 1.543 1.443 -0.642
C1 0.533 0.810 -0.386
C2 -0.264 -0.197 -0.056
N2 -1.671 -0.262 -0.018
N3 0.452 -1.288 0.535
O1 1.653 -1.159 0.660
H1 1.889 1.989 0.158
H2 -1.959 -1.213 0.201
H3 -2.086 0.047 -0.889

The calculation puts the calculated total energy at -317.38257 Ha. Its energy above the lowest of the compared OMol25 structures with the same formula, charge and spin is 4.075 eV. The calculation puts the highest occupied orbital energy at -8.6 eV. As for the SMILES: N=C=C(N)N=O. The orbital gap comes out at 8.309 eV. Its total charge is 0.

---

Record 2
This record from OMol25 describes a gas-phase ion, C8H15N2 (charge +1) at a distorted geometry. The level of theory is ωB97M-V with the def2-TZVPD basis set.

CARTESIAN COORDINATES (ANGSTROEM)
C1 2.798 0.760 -0.538
C2 1.730 0.191 0.405
C3 2.122 -1.194 0.582
N1 0.499 0.187 -0.514
C4 -0.836 -0.298 0.040
N2 -1.218 -1.703 -0.110
C5 -2.155 -0.885 -0.779
C6 -2.981 0.034 0.163
C7 -2.487 1.475 -0.006
C8 -1.728 0.583 0.860
H1 2.860 0.045 -1.412
H2 2.583 1.759 -0.947
H3 3.655 1.032 -0.017
H4 1.672 0.917 1.270
H5 1.873 -1.801 -0.271
H6 1.426 -1.637 1.398
H7 3.117 -1.356 0.841
H8 0.809 -0.395 -1.286
H9 0.334 1.106 -0.730
H10 -1.591 -2.150 0.735
H11 -2.135 -0.884 -1.867
H12 -3.810 -0.513 0.773
H13 -2.110 1.734 -1.042
H14 -3.077 2.220 0.533
H15 -1.352 0.773 1.919

The calculation puts the calculated total energy at -422.93860 Ha. Its energy above the lowest of the compared OMol25 structures with the same formula, charge and spin is 4.237 eV. The calculation puts the highest occupied orbital energy at -13.9 eV. As for the SMILES: CC(C)[NH2+][C@]12N[C@H]1[C@@H]1C[C@@H]12. The orbital gap comes out at 11.101 eV. Its total charge is +1.

---

Record 3
This record from OMol25 describes a molecular structure, C13H7IrN3O7S at a distorted geometry. The level of theory is ωB97M-V with the def2-TZVPD basis set.

CARTESIAN COORDINATES (ANGSTROEM)
Ir1 -0.266 -0.665 0.257
C1 1.309 1.634 0.251
C2 1.952 0.406 0.479
C3 1.355 -0.193 1.640
C4 0.314 0.680 2.079
C5 0.321 1.815 1.225
H1 1.544 2.329 -0.540
H2 2.780 -0.002 -0.079
H3 1.774 -1.009 2.207
H4 -0.269 0.577 2.980
H5 -0.339 2.664 1.307
O1 -0.570 0.098 -3.911
C6 -0.906 -0.124 -2.770
O2 -0.109 -0.542 -1.826
C7 -2.358 0.042 -2.409
C8 -3.326 -0.079 -3.381
C9 -4.661 -0.020 -3.020
C10 -5.035 0.077 -1.697
C11 -4.053 0.177 -0.735
C12 -2.685 0.267 -1.074
O3 -1.771 0.606 -0.182
N1 -4.473 0.143 0.674
O4 -5.640 0.382 0.913
O5 -3.650 -0.168 1.512
N2 -5.700 -0.106 -4.053
O6 -6.858 -0.097 -3.686
O7 -5.337 -0.176 -5.208
H6 -3.039 -0.229 -4.412
H7 -6.075 0.060 -1.409
S1 -1.332 -2.746 0.575
C13 0.293 -2.996 0.217
N3 1.424 -3.168 -0.014

The calculation puts the calculated total energy at -1692.74703 Ha. Its energy above the lowest of the compared OMol25 structures with the same formula, charge and spin is 1.998 eV. The calculation puts the highest occupied orbital energy (alpha / beta) at -9.5 / -9.6 eV. The expectation value of S² is 0.793. As for the spin multiplicity: 2. The orbital gap (alpha / beta) comes out at 6.593 / 6.497 eV. Its total charge is 0.

---

Record 4
This record from OMol25 describes a molecular structure, C27H26Br2N4O3PSbSe4Tc. The level of theory is ωB97M-V with the def2-TZVPD basis set.

CARTESIAN COORDINATES (ANGSTROEM)
Tc1 -0.107 0.330 0.059
C1 -3.208 -0.159 -1.632
C2 -2.666 1.233 -1.680
C3 -3.385 2.216 -2.397
C4 -2.950 3.505 -2.454
C5 -1.768 3.873 -1.768
C6 -1.228 5.185 -1.710
Br1 -2.056 6.591 -2.635
C7 -0.098 5.442 -0.976
C8 0.539 4.405 -0.281
Br2 2.063 4.788 0.764
C9 0.066 3.118 -0.331
O1 0.633 2.084 0.328
C10 -1.094 2.853 -1.081
N1 -1.538 1.550 -1.058
H1 -4.203 -0.141 -1.183
H2 -2.581 -0.837 -1.059
H3 -3.324 -0.547 -2.645
H4 -4.295 1.917 -2.898
H5 -3.502 4.252 -3.008
H6 0.303 6.445 -0.929
C11 -3.139 1.777 2.731
C12 -3.676 0.622 3.280
C13 -3.264 -0.623 2.825
C14 -2.317 -0.712 1.814
C15 -1.775 0.446 1.254
C16 -2.201 1.694 1.709
C17 -1.765 -1.966 1.315
C18 -2.351 -3.210 1.596
C19 -1.764 -4.343 1.120
C20 -0.554 -4.245 0.405
C21 0.111 -5.404 -0.061
C22 1.297 -5.308 -0.729
C23 1.859 -4.036 -0.936
C24 1.238 -2.899 -0.494
C25 -0.003 -2.961 0.168
N2 -0.662 -1.818 0.581
H7 -3.458 2.748 3.085
H8 -4.416 0.689 4.066
H9 -3.670 -1.515 3.282
H10 -1.822 2.615 1.287
H11 -3.268 -3.254 2.163
H12 -2.204 -5.316 1.298
H13 -0.343 -6.368 0.128
H14 1.802 -6.195 -1.086
H15 2.800 -3.959 -1.470
H16 1.705 -1.943 -0.641
N3 2.211 1.946 2.720
C26 3.485 1.377 2.182
P1 3.135 0.256 0.751
O2 3.560 0.853 -0.537
O3 1.712 -0.239 0.984
C27 4.274 -1.205 0.959
N4 5.122 -1.246 -0.284
H17 1.868 2.686 2.084
H18 2.334 2.344 3.653
H19 1.489 1.221 2.751
H20 3.994 0.850 2.987
H21 4.109 2.202 1.841
H22 3.701 -2.126 1.045
H23 4.925 -1.121 1.827
H24 6.123 -1.264 -0.084
H25 4.879 -0.380 -0.820
H26 4.909 -2.052 -0.871
Se1 0.582 -3.951 -4.419
Sb1 0.962 -1.767 -5.077
Se2 0.117 -0.294 -2.185
Se3 0.522 -0.101 -6.604
Se4 2.226 -0.608 -3.017

The calculation puts the calculated total energy at -16904.60077 Ha. The calculation puts the highest occupied orbital energy (alpha / beta) at -15.4 / -15.4 eV. The orbital gap (alpha / beta) comes out at 4.921 / 4.919 eV. Its total charge is +3.